DFT (wB97M-V/def2-TZVPD) results for a structure of composition C13H25Ag2F2N2O6.

highest occupied orbital energy (alpha / beta): -16.98 / -16.97 eV
HOMO-LUMO gap (alpha / beta): 10.07 / 6.31 eV
E: -1563.970167 hartree
largest force on an atom: 3.46 eV/Å
net charge: +2
LUMO energy (alpha / beta): -6.9 / -10.7 eV
2S+1: 4

Atoms and positions in Å:
Ag 1.4403 -4.7647 -0.2224
H 1.3029 1.9415 -2.7167
F 0.3424 -2.9391 -1.1282
Ag -0.5019 -3.8638 -2.9688
O -0.6789 -1.8937 -4.0031
H 0.1002 -1.1691 0.0819
H 0.9824 1.6446 -4.5240
H 0.5960 0.1894 3.8789
C 0.4272 2.4202 2.4850
H -3.0545 -1.0092 2.0253
H -1.2109 -2.2570 3.7593
H 0.1970 3.4570 2.2398
O -0.5714 -0.4892 0.1727
C 0.1199 1.6295 1.2057
H -1.0037 0.3085 4.7114
H 1.4667 2.8483 -0.0608
H -0.8727 -2.4207 2.0600
C -0.4448 0.5023 3.7959
H -0.9465 2.2733 -4.0737
N -0.2195 0.1458 1.4350
N 2.8248 -3.4766 -2.9984
C 0.8365 1.3314 -3.4902
H -1.8404 2.6434 1.1679
H 2.3723 1.5153 0.5838
H 1.0133 1.3606 -0.6675
H -2.8812 -0.1451 3.5566
F 0.2971 -5.7201 -2.0461
O 1.7763 -3.6742 -3.5389
C -0.5328 2.0631 3.5631
C -0.6807 1.4981 -3.3550
C -0.3401 -0.7110 -3.7433
O 3.5021 -2.5380 -3.3403
H 1.6156 -0.5943 -4.2928
H 1.4467 2.3234 2.8584
H -0.6737 3.2169 0.0068
H -1.4995 2.5462 3.4212
H -0.9563 1.6972 -2.3194
H -0.1876 2.5190 4.4910
C -0.6483 -1.8141 2.9374
C 1.0615 -0.1812 -3.4499
O 3.0219 -4.2468 -2.0767
C -1.0650 2.3142 0.4761
H -2.7725 0.7398 1.9893
C -0.9970 -0.3491 2.6356
H 1.4231 -0.4942 -2.4704
H 0.3776 -2.0531 3.2174
O -1.2953 0.2642 -3.6756
C 1.3749 1.8098 0.2575
H -1.5000 1.7851 -0.3718
C -2.5435 -0.1838 2.5210

Atoms 1-6, force components in eV/Å:
Ag -0.2 -0.3 0.0
H 0.5 -0.2 -0.5
F -0.2 -0.1 -0.4
Ag 0.8 -0.5 1.4
O 0.4 1.8 0.7
H 0.3 -1.1 -0.4

Here are the natural (NBO) charges for atoms 1 to 8, given in e: 0.9817, 0.2384, -0.8464, 1.4402, -0.7200, 0.5169, 0.2387, 0.2164


DFT (wB97M-V/def2-TZVPD) results for a structure of composition C34H55BaN4OP2S.

highest occupied orbital energy: -8.06 eV
HOMO-LUMO gap: 4.94 eV
E: -2728.987884 hartree
largest force on an atom: 7.70 eV/Å
net charge: +1
LUMO energy: -3.1 eV
ΔE to the lowest compared entry with this formula, charge and spin: 33.5 kcal per mole
2S+1: 1

Atoms and positions in Å:
H -2.2326 3.1911 -0.9171
H 3.9700 -4.0790 -1.9865
C 1.1165 -1.0879 4.0232
H -3.8118 3.2856 -0.1007
O 1.1995 4.1176 3.4006
H -5.3978 -0.8274 0.8484
H 0.7162 -2.8306 -4.0450
C 0.2749 -1.6447 -2.2644
C 3.1537 -2.6640 -0.5831
C -5.0572 1.2263 -1.5633
H 0.9097 -0.5375 6.5380
H 1.1636 -3.2761 0.1207
C -3.6160 1.7904 2.3253
H 2.8158 2.2033 -1.0177
H 5.1116 1.1579 -2.8193
N 2.0051 -1.8388 4.6965
H -3.5704 -0.5593 3.5873
C 1.9268 -3.5948 -0.6051
H -3.6985 3.5766 -1.8491
C -2.2178 -2.8606 -2.3730
H 1.4374 1.1533 6.2266
H 1.1746 2.7833 -7.7546
H 3.3741 0.9104 -3.1538
H 0.6446 3.5552 -3.5586
C -0.0151 -2.5912 -3.2790
C 0.9301 3.2243 2.6566
H 4.5503 2.4072 -0.7109
H 2.2668 -4.6065 -0.3408
H 0.0033 0.5409 3.9832
H 5.6801 -1.0827 -0.8642
H 4.5273 -0.4725 -3.1222
H -1.4364 -4.0071 -3.9973
H 2.1534 -2.7469 4.2551
S 0.4217 -1.6784 2.5624
C 3.6885 1.7313 -0.5499
H -5.2962 0.1615 -1.7017
C 1.0998 2.4364 -6.7181
H -3.1699 1.8387 -3.4774
H 5.1829 -0.2192 0.6323
H -5.3587 1.7550 -2.4826
C -2.8021 1.1592 -2.6815
H 3.5089 1.6675 0.5405
C -1.2369 -3.2202 -3.2989
H -1.7170 1.3161 -2.5703
C 4.2523 0.4796 -2.6496
H 1.3599 0.3688 -7.2477
C 0.8278 2.8569 -4.3649
H 1.4665 -3.6590 -1.5977
H -5.7023 -0.1102 2.4423
C -3.3048 2.9703 -1.0226
H -5.8046 0.9055 1.0045
P 2.5737 -0.8536 -0.7404
H 5.1561 -2.8680 -1.4673
C 5.3157 -0.1353 -0.4542
H 3.9173 -2.4638 -2.6774
C -5.2453 0.0764 1.4553
H -4.0794 -1.3278 -1.1930
P -2.8266 0.4517 0.0466
H -0.2875 0.7381 6.2502
H -2.0504 -0.6167 2.6749
H 4.7359 -2.2315 0.8899
C -3.0915 -1.3135 -0.6650
C 1.1508 0.5748 -5.1042
C -1.9101 -1.7974 -1.5167
H 4.0724 -1.7351 4.9820
H -2.5711 2.1135 2.4117
C 0.9209 1.2668 -2.6487
C 3.7993 -2.7876 0.8043
N 0.5911 1.6820 -1.5434
C 4.1037 -3.0138 -1.7445
C 1.5902 -1.1107 -2.1887
H -3.2430 -1.9818 0.2166
N -0.6957 -1.2273 -1.3487
C 0.9959 1.4984 -4.0652
N 0.7602 0.1179 4.5261
H -3.3861 -1.6867 2.2301
C 1.2096 1.0675 -6.4197
H 2.1840 -1.0839 -3.1715
C 3.1678 -1.2759 5.3960
C 0.7074 0.3765 5.9719
H -5.6648 1.6340 -0.7419
C -3.7640 0.4116 1.6622
H 3.2546 -0.1906 5.2758
C -3.5520 1.4831 -1.3658
H 3.1068 -2.4321 1.5872
H -2.9735 0.1195 -3.0113
H 0.7909 4.4154 -5.8301
C 0.8921 3.3382 -5.6606
H 1.2110 -0.4744 -4.8928
C -3.1469 -0.6734 2.5775
H -4.0288 1.7480 3.3370
H 3.0998 -1.5237 6.4608
C 4.0227 0.3349 -1.1380
H 4.0104 -3.8517 0.9744
H 6.1019 0.6172 -0.6311
Ba 0.2319 0.6785 0.8572
H -3.1942 -3.3509 -2.2931
H -4.1564 2.5730 1.7843

Atoms 1-6, force components in eV/Å:
H -0.2 -0.1 -0.1
H 0.2 0.2 0.0
C -0.4 -0.6 -0.6
H 0.1 -0.1 -0.3
O -1.7 -5.6 -4.7
H 0.1 0.3 0.1

Here are the Löwdin charges for atoms 1 to 8, given in e: 0.0704, 0.0866, -0.8136, 0.0609, 0.0348, 0.0847, 0.1138, -0.3870


DFT (wB97M-V/def2-TZVPD) results for a structure of composition C35H28Br4N4O5SW.

highest occupied orbital energy: -13.29 eV
HOMO-LUMO gap: 5.78 eV
E: -12706.667596 hartree
largest force on an atom: 0.19 eV/Å
net charge: +2
LUMO energy: -7.5 eV
ΔE to the lowest compared entry with this formula, charge and spin: 0.0 kcal per mole
2S+1: 1

Atoms and positions in Å:
C 1.6866 -2.2056 2.5070
C -2.3473 2.6578 -3.0567
H -5.1474 -3.1610 -1.3215
O 0.7314 0.8595 -2.1532
C -4.0716 -3.0767 -1.3823
N -1.3559 -0.5523 -1.8009
H 0.0808 4.9578 -3.7642
H 1.8735 -3.4259 -2.0644
H 3.1395 -2.8961 5.4835
C 3.2865 0.0723 -0.3822
C -4.5159 3.5466 -3.5860
H -0.4936 2.5322 5.0919
C -1.4719 1.6052 -2.5699
C 2.4749 -3.0104 1.6815
C -2.5780 4.9172 -3.9381
H -2.3787 4.3890 2.1242
C -2.1111 -1.7444 -1.6371
H -5.5891 3.4226 -3.6400
H 0.9243 -4.3183 -0.8265
C -1.3393 -2.8854 -1.5245
C -3.2806 -4.2138 -1.2673
H -3.7413 -5.1801 -1.1171
H -4.0907 -0.9382 -1.6602
Br 4.2250 1.8207 1.5957
H -4.1934 1.5827 -2.8087
O 2.0373 0.1852 0.1079
S -0.5348 1.1507 0.4139
Br 7.1855 1.2544 0.1184
C 5.6325 0.4288 -0.5188
C -1.8952 -4.1329 -1.3381
C -0.3449 4.0192 -3.4287
C -0.6556 0.5686 2.0585
C 0.6499 -1.3530 1.9294
H -1.4779 -0.2898 4.3731
H 2.2957 -3.0324 0.6149
C -3.4929 -1.8334 -1.5686
Br 4.5130 -2.2759 -3.5348
C 1.9325 -2.1596 3.8799
N -2.0194 0.4224 -2.3116
H -2.6830 2.0642 1.4038
H -0.4979 1.1239 6.1476
O 0.0296 -2.6216 -1.6411
C -2.3710 2.2682 2.4275
H 4.5400 -4.3049 4.0181
O 2.1353 -1.2777 -1.7760
H -0.7755 3.6649 1.9608
C 5.6997 -0.4529 -1.6206
C 4.4184 0.6967 0.1120
C -1.7614 3.8720 -3.4713
H 1.5649 3.1451 -2.9763
O 0.2486 -1.6596 0.6837
C 2.9531 -2.9209 4.4188
C -3.7365 2.5111 -3.1194
H -3.2606 2.2241 3.0519
C -0.0650 1.8279 -2.5410
C -0.4196 1.4466 5.1099
H 4.1262 -4.3709 1.5862
H 1.3154 -1.5332 4.5091
H -2.5097 1.1012 4.6688
C -1.7054 3.6341 2.5289
H -2.1177 5.8444 -4.2549
W 0.5793 -0.6259 -0.9128
C -3.9398 4.7562 -3.9947
C 4.5484 -1.0737 -2.0999
N -1.4952 1.1675 2.8677
H -4.5675 5.5579 -4.3578
H -1.2942 -5.0247 -1.2467
H 0.4788 -4.4090 -2.5676
H 0.5584 1.1545 4.7306
C -1.5322 0.7934 4.3039
C 3.3587 -0.7812 -1.4611
C 3.5043 -3.7571 2.2236
C 0.8968 -3.7914 -1.7779
C 0.4902 3.0304 -2.9919
N 0.1610 -0.3687 2.5857
H -1.4900 3.8983 3.5622
C 3.7390 -3.7152 3.5928
Br 7.3340 -0.8021 -2.4609

Atoms 1-6, force components in eV/Å:
C 0.0 0.0 -0.1
C 0.0 0.0 0.0
H 0.0 0.0 0.0
O -0.1 0.0 0.0
C 0.0 0.0 0.0
N 0.0 -0.1 0.1

Here are the natural (NBO) charges for atoms 1 to 8, given in e: -0.1059, -0.0637, 0.2455, -0.6070, -0.1888, -0.3076, 0.2423, 0.2447


DFT (wB97M-V/def2-TZVPD) results for a structure of composition C35H48BrF6InN4OSSbSe.

highest occupied orbital energy (alpha / beta): -12.42 / -12.42 eV
HOMO-LUMO gap (alpha / beta): 6.75 / 4.35 eV
E: -8059.472358 hartree
largest force on an atom: 3.29 eV/Å
net charge: +2
LUMO energy (alpha / beta): -5.7 / -8.1 eV
ΔE to the lowest compared entry with this formula, charge and spin: 19.8 kcal per mole
2S+1: 2

Atoms and positions in Å:
O -2.5483 -0.1978 4.2197
H 4.5899 -2.6294 -0.6870
Sb -5.3266 -2.9636 1.4922
H 3.3751 5.0982 -2.6448
C -4.2308 0.7020 -0.3365
H 0.6098 -4.0442 3.2069
C 3.6971 -0.5961 -2.5357
H -2.9994 -2.7785 5.0465
F -5.6867 -4.7607 0.8153
F -6.6216 -2.9508 2.9969
H 1.5080 -4.3520 1.6653
H -0.3446 -6.2838 3.3211
C 2.9427 0.5922 -5.2710
H -0.5300 -4.4719 -0.4879
In -2.7085 -0.0333 2.0348
H -5.2695 0.4549 6.5644
H -5.9290 3.6308 -0.7028
H 2.6836 -1.0191 -2.5674
H 3.3412 4.4754 -5.3230
H -2.1162 -4.1461 0.0865
H 4.3907 4.3368 -1.2655
H 6.9241 6.5437 -3.2047
H 4.0396 -2.1557 -4.0388
C 5.1428 -3.1331 -1.5103
C 5.4894 4.9441 -3.1335
C 0.3309 -6.0606 2.4300
C -0.8870 -2.6981 1.5623
H 2.5430 3.3544 -7.3215
C 2.5794 1.3418 -6.4338
H -1.7246 -6.6343 -0.3031
H -6.3718 -0.9208 4.5714
H 0.6153 -6.7599 0.4190
C -5.1059 2.9552 -0.4208
C -0.1810 -6.7899 1.1890
C -1.3361 4.4372 0.6407
H 3.9712 -0.5853 -1.4912
H 2.2037 0.8606 -7.3184
N -1.3246 -1.5890 1.5306
C 5.7984 6.8045 -1.3065
C -2.3742 5.3534 0.4046
C 3.3627 1.2565 -4.1471
H -0.2735 4.7838 0.6912
H -4.3634 -3.7659 6.6622
C -2.8023 2.5661 0.2452
C 3.4938 2.6821 -4.1146
C -3.0521 1.1594 0.2405
F -3.9137 -3.7644 2.5680
C 0.5717 -4.5416 2.1937
C -3.6231 4.9044 0.0356
H 6.3646 4.2089 -2.9732
Se 4.5485 1.9003 -0.2581
C 2.6745 2.7338 -6.4331
C -4.2804 -2.6640 6.8826
H 5.3773 7.1789 -3.4186
N 3.7130 0.8117 -2.8914
N -0.5952 -3.9530 1.5262
H -4.3708 -0.3595 -0.5320
H -4.5934 1.4385 5.3196
H -3.5177 -2.5602 7.7002
H 2.8458 -0.4967 -5.2582
C 5.9028 6.4416 -2.8007
C -4.9496 0.4055 5.4956
C 4.0281 1.8515 -2.0531
H -4.6711 -2.2430 4.8496
C -6.0790 0.1009 4.5306
F -4.7147 -1.2456 2.2467
H -0.2833 -7.8012 1.5536
C -1.4107 -6.1473 0.6691
C -3.8741 3.4998 -0.0688
C -3.7845 -2.1778 5.5057
F -3.9954 -2.5450 0.1615
H 1.3341 -6.4554 2.6303
H -2.1781 6.3990 0.5951
H 4.8051 6.5161 -0.9113
H 5.1941 -0.6956 -4.1106
C -1.5471 3.0684 0.5270
Br 0.0369 1.9976 0.5804
H 6.5942 6.2774 -0.7303
C -5.2870 1.5908 -0.5947
H -5.7433 0.3218 3.5364
H 6.4274 -2.6938 -3.1624
H -6.2546 1.1862 -0.8327
H -6.9358 0.8223 4.7453
F -6.5065 -2.0565 0.3045
C -1.1993 -4.6583 0.3591
H -2.2985 -6.3999 1.3334
N 3.9344 3.0353 -2.8217
C 3.1776 3.4133 -5.2811
H 4.4325 -3.8327 -1.9638
H -4.4088 5.5794 -0.2107
H 5.9437 -3.7387 -1.1449
H 5.9278 7.8704 -1.0915
H -5.2418 -2.1572 7.2492
C 4.6487 -1.4245 -3.4436
H 5.3262 4.7344 -4.2009
H 6.3051 -1.4511 -2.0411
S -3.3048 -0.4349 5.5732
C 4.2310 4.4067 -2.3580
C 5.6923 -2.2100 -2.5555

Atoms 1-6, force components in eV/Å:
O -0.3 0.4 -0.9
H 0.6 -0.2 -0.4
Sb -0.9 -2.0 0.1
H 0.7 -1.1 0.7
C 0.0 -0.2 0.6
H 0.3 -0.4 -1.1

Here are the Löwdin charges for atoms 1 to 8, given in e: -0.6155, 0.0787, 1.5241, 0.1582, -0.1222, 0.1442, -0.1461, 0.0956